Formula: C24H43F5OP2PdTe
Source: the Open Molecules 2025 dataset
Level of theory: ωB97M-V/def2-TZVPD

The calculation puts the total energy at -70551.3852 eV. The expectation value of S² is 6.02. The HOMO-LUMO gap (spin up / spin down) comes out at 7.4 / 4.2 eV.

Structure (ORCA input):
```
! RIJCOSX wB97M-V def2-TZVPD def2/J DEFGRID3
* xyz 2 5
Pd 0.0154 -0.5269 -2.4416
C -0.4402 -2.4528 2.3729
C 0.9184 -2.7264 2.0333
C 0.8313 -1.0477 3.6454
C -0.4888 -1.4688 3.4088
C 1.7001 -1.8106 2.7840
C -1.6281 -3.0921 1.7643
H -1.3037 -3.5500 0.8373
H -2.4458 -2.3800 1.5316
H -2.0233 -3.9035 2.4002
C -1.6883 -1.1418 4.2661
H -2.5978 -1.5603 3.8184
H -1.8938 -0.0932 4.4981
H -1.5991 -1.6726 5.2217
C 1.1924 -0.1411 4.8084
H 1.1155 -0.6597 5.7915
H 0.6000 0.8012 4.8955
H 2.2584 0.1223 4.7318
C 3.1819 -1.5681 2.6986
H 3.7769 -2.1081 3.4683
H 3.4494 -0.4802 2.7061
H 3.4366 -1.9577 1.7076
C 1.4425 -3.5684 0.8947
H 1.7928 -4.6372 1.0676
H 2.2700 -2.9837 0.4392
H 0.6329 -3.5948 0.1564
C -1.5121 0.3705 -3.8770
C -1.4594 -0.9945 -4.0000
C -0.6454 -1.7156 -5.0365
C 0.8964 -1.4031 -5.0105
C 1.6173 -0.8176 -3.8198
C 1.3035 0.6105 -3.3324
C 0.6773 1.5959 -4.2517
C -0.7678 1.3394 -4.7534
H -0.9622 -1.5135 -6.0791
H 1.1970 -0.7273 -5.8277
H -0.8432 -2.7873 -4.8365
H -0.7357 1.0185 -5.8105
H -2.3687 0.8247 -3.3441
H -2.3407 -1.5781 -3.6783
H -1.2842 2.3130 -4.7480
H 0.7275 2.5886 -3.7608
H 2.0515 1.1930 -2.7628
H 1.3416 1.6624 -5.1173
H 1.3820 -2.4102 -5.0148
H 2.4948 -1.4457 -3.4826
P -1.8097 0.6570 0.0947
P 1.5705 1.1840 0.1065
C -1.0052 1.9892 -0.9594
C 0.4120 2.4968 -0.5070
H -1.7512 2.8055 -0.8747
H -1.0300 1.7284 -2.0458
H 0.9357 3.0757 -1.2903
H 0.2615 3.1685 0.3495
C 2.1460 1.7920 1.7544
H 2.3316 0.9336 2.4261
H 1.3973 2.4520 2.2222
H 3.0857 2.3552 1.6006
C 3.2069 1.4197 -0.7521
H 3.2490 2.3966 -1.2620
H 3.3384 0.5904 -1.4670
H 3.9974 1.3190 0.0148
C -3.5147 0.9678 0.3909
H -3.9351 -0.0431 0.5133
H -3.9265 1.4227 -0.5183
H -3.5769 1.5732 1.3230
C -1.9106 -0.9138 -0.7826
H -0.9173 -1.4631 -0.9006
H -2.3477 -0.6672 -1.7512
H -2.4556 -1.7058 -0.2754
F 0.2687 3.8312 3.1132
Te -1.5457 3.0262 3.2335
F -1.1965 2.2643 5.0253
F -3.4138 2.3922 3.2840
F -2.1195 4.5869 4.0478
F -1.9626 3.9553 1.5214
O -1.0571 0.4884 1.4028
*
```

***

Formula: C2H4N4S2
Source: the Open Molecules 2025 dataset
Level of theory: ωB97M-V/def2-TZVPD

As for the energy above the lowest of the compared OMol25 structures with the same formula, charge and spin: 101.3 kcal/mol. The calculation puts the total energy at -29764.9387 eV. The HOMO-LUMO gap (spin up / spin down) comes out at 7.4 / 7.6 eV.

Structure (ORCA input):
```
! RIJCOSX wB97M-V def2-TZVPD def2/J DEFGRID3
* xyz 0 1
C -0.2312 -0.5622 0.0326
C 1.7392 0.9773 0.3299
N -0.4013 -1.8546 -0.1055
N 0.8165 -2.3461 -0.0557
N 1.7194 -1.4473 0.1035
N 1.0821 -0.2803 0.1650
S -4.0061 0.1094 -0.2996
S -2.6674 1.3833 0.3438
H 2.0041 1.1256 1.3787
H 2.6464 0.9845 -0.2713
H 1.0639 1.7704 0.0123
H -3.7657 0.1400 -1.6337
*
```